No. 1
Density functional theory data (wB97M-V/def2-TZVPD) for 2 unconnected molecules or ions with the total composition C4H11N2O at a distorted geometry.

Geometry as XYZ:
```
18
Properties=species:S:1:pos:R:3:mulliken_charge:R:1
C -3.04 -0.45 0.32 -0.044
C 1.89 -0.44 0.51 -0.737
C 0.27 -0.29 -1.43 -0.731
C 0.18 1.29 0.25 -1.103
N -0.45 -1.08 0.55 -0.695
N 0.51 -0.16 0.03 0.416
O -3.30 0.65 -0.01 -0.312
H -3.40 -1.30 0.71 0.369
H 2.66 0.22 0.18 0.381
H 2.09 -0.39 1.52 0.410
H 2.13 -1.45 -0.02 0.293
H -0.91 -0.14 -1.65 0.300
H 0.92 0.43 -1.84 0.470
H 0.68 -1.29 -1.66 0.316
H -0.65 1.68 -0.24 0.450
H 0.03 1.70 1.33 0.369
H 0.95 1.82 -0.07 0.536
H -0.56 -0.80 1.53 0.313
```

Summary:
Relative energy (zero: lowest compared OMol25 entry of this formula, charge and spin) (eV): 2.954
2S+1: 3
Largest force on an atom (eV/A): 5.445
Charge: +1
Gap between HOMO and LUMO (alpha / beta) (eV): 8.06 / 10.24
LUMO energy (alpha / beta) (Ha): -0.107 / -0.233

No. 2
Density functional theory data (wB97M-V/def2-TZVPD) for a molecular structure, C3H3NO2S2 at a distorted geometry.

Geometry as XYZ:
```
11
Properties=species:S:1:pos:R:3:mulliken_charge:R:1
C 0.69 0.67 0.06 0.612
C -1.50 1.38 0.10 -0.274
C -1.40 -0.11 0.35 0.177
H 4.10 -0.22 -0.91 0.162
H -1.96 1.61 -0.77 0.364
H -1.93 1.78 1.10 0.259
N 1.90 0.60 -0.44 -0.321
O -0.12 1.75 -0.09 -0.350
O 0.01 -0.46 0.55 -0.319
S 2.77 -0.80 0.06 -0.143
S -2.73 -1.04 -0.25 -0.168
```

Summary:
Relative energy (zero: lowest compared OMol25 entry of this formula, charge and spin) (eV): 3.951
2S+1: 1
Largest force on an atom (eV/A): 6.215
Gap between HOMO and LUMO (eV): 7.32
LUMO energy (Ha): -0.047

No. 3
Density functional theory data (wB97M-V/def2-TZVPD) for C21H27NO4 in the gas phase.

Geometry as XYZ:
```
53
Properties=species:S:1:pos:R:3:mulliken_charge:R:1
C -3.59 -0.61 1.54 -0.858
H -3.36 0.45 1.35 0.180
O -2.87 -1.46 0.68 -0.370
C -1.52 -1.50 0.81 1.028
C -0.76 -0.67 1.61 -0.209
C 0.62 -0.83 1.70 -0.764
C 1.26 -1.83 1.01 -0.374
C 0.50 -2.67 0.18 -0.091
C -0.86 -2.51 0.07 0.545
O -1.68 -3.28 -0.71 -0.474
C -1.09 -4.31 -1.47 -0.954
H -0.60 -5.05 -0.84 0.361
H -0.37 -3.91 -2.20 0.352
H -1.92 -4.78 -2.01 0.256
H 1.01 -3.45 -0.36 0.502
C 2.75 -2.03 1.12 -1.464
H 3.14 -1.45 1.95 0.396
H 2.97 -3.09 1.30 0.460
C 3.48 -1.60 -0.16 -0.896
N 3.23 -0.22 -0.49 0.016
C 3.97 0.79 0.01 0.609
O 4.99 0.63 0.65 -0.681
C 3.46 2.18 -0.37 -0.989
H 4.10 2.91 0.12 0.376
C 2.00 2.42 0.05 -0.641
O 1.16 1.64 -0.77 -0.316
C -0.20 1.78 -0.67 0.591
C -0.83 2.65 0.20 -0.496
C -2.22 2.76 0.21 1.097
C -2.96 1.97 -0.65 -1.036
C -2.33 1.07 -1.49 -0.516
C -0.95 0.96 -1.52 0.782
C -0.25 -0.01 -2.43 -1.455
H -0.97 -0.49 -3.09 0.425
H 0.50 0.51 -3.03 0.413
H 0.25 -0.77 -1.84 0.056
H -2.92 0.45 -2.14 0.338
H -4.04 2.04 -0.65 0.373
C -2.87 3.73 1.15 -1.870
H -2.66 4.75 0.85 0.447
H -3.95 3.59 1.16 0.340
H -2.50 3.60 2.17 0.376
H -0.26 3.27 0.87 0.489
H 1.86 2.15 1.11 0.393
H 1.77 3.49 -0.08 0.525
H 3.54 2.29 -1.45 0.331
H 2.32 0.02 -0.86 0.137
H 3.17 -2.21 -1.01 0.407
H 4.56 -1.70 -0.01 0.462
H 1.18 -0.17 2.34 0.355
H -1.23 0.12 2.17 0.394
H -3.39 -0.84 2.59 0.405
H -4.64 -0.79 1.32 0.239
```

Summary:
Relative energy (zero: lowest compared OMol25 entry of this formula, charge and spin) (eV): 1.840
2S+1: 1
Largest force on an atom (eV/A): 0.633
Gap between HOMO and LUMO (eV): 8.70
SMILES: COc1ccc(CCNC(=O)CCOc2cc(C)ccc2C)cc1OC
LUMO energy (Ha): 0.026

No. 4
Density functional theory data (wB97M-V/def2-TZVPD) for a gas-phase ion, C7H6O4 (charge -2) at a distorted geometry.

Geometry as XYZ:
```
17
Properties=species:S:1:pos:R:3:mulliken_charge:R:1
C 1.30 0.92 -1.28 -1.289
C 1.57 -0.45 1.33 -0.944
C 0.25 0.10 -1.32 -0.126
C 0.24 -0.37 1.18 -0.710
C -1.61 -1.43 -0.28 0.370
C -1.37 1.30 0.23 0.426
C -0.55 -0.08 -0.06 1.323
O -2.35 -1.63 0.65 -0.687
O -1.41 1.57 1.44 -0.730
O -1.46 -2.09 -1.29 -0.731
O -1.92 1.80 -0.76 -0.742
H 2.06 1.09 -2.00 0.262
H 1.51 1.47 -0.44 0.513
H 1.94 -0.88 2.24 0.304
H 2.19 -0.40 0.44 0.416
H -0.06 -0.62 -2.22 0.074
H -0.33 -0.30 2.13 0.272
```

Summary:
Relative energy (zero: lowest compared OMol25 entry of this formula, charge and spin) (eV): 0.000
2S+1: 1
Largest force on an atom (eV/A): 3.345
Charge: -2
Gap between HOMO and LUMO (eV): 6.64
SMILES: C=CC(C=C)(C(=O)[O-])C(=O)[O-]
LUMO energy (Ha): 0.238

No. 5
Density functional theory data (wB97M-V/def2-TZVPD) for a molecular structure, C14H39BBaF3N4O18P2 at a distorted geometry.

Geometry as XYZ:
```
82
Properties=species:S:1:pos:R:3:mulliken_charge:R:1
Ba 0.10 -0.78 -3.41 2.046
B -1.54 -0.75 -1.06 1.000
H -2.25 -0.66 -0.10 -0.555
H -2.00 -0.25 -2.04 -0.287
H -0.47 -0.24 -0.92 -0.679
H -1.27 -1.87 -1.35 -0.187
C -0.36 1.91 1.01 0.207
N 0.03 3.28 1.42 1.179
O -0.13 3.57 2.58 -0.622
O 0.49 4.02 0.56 -0.580
H 0.25 1.22 1.59 0.375
H -0.05 1.78 -0.02 -0.709
H -1.42 1.74 1.14 -0.084
C -0.62 -3.40 1.23 -0.581
N 0.51 -4.38 1.07 1.012
O 1.54 -4.14 1.69 -0.552
O 0.33 -5.34 0.37 -0.568
H -1.24 -3.51 0.34 0.200
H -0.20 -2.41 1.28 0.055
H -1.14 -3.65 2.14 0.357
C -3.09 2.35 -1.78 -0.278
N -3.61 3.32 -0.77 0.892
O -2.91 3.51 0.22 -0.478
O -4.69 3.81 -0.98 -0.545
H -3.50 1.38 -1.52 0.067
H -2.00 2.36 -1.74 -0.081
H -3.39 2.69 -2.76 0.379
C -4.54 -2.15 -0.55 -0.522
N -4.89 -3.38 -1.30 0.963
O -4.81 -3.34 -2.52 -0.568
O -5.27 -4.32 -0.65 -0.550
H -3.70 -2.41 0.09 0.086
H -5.35 -1.95 0.14 0.396
H -4.28 -1.30 -1.16 0.195
C 4.18 1.15 -3.62 -0.564
O 3.88 1.38 -2.23 -0.377
P 2.53 2.05 -1.84 0.677
O 1.31 1.39 -2.37 -0.381
O 2.70 3.51 -2.38 -0.299
C 1.65 4.48 -2.26 -0.508
O 2.57 2.09 -0.30 0.220
C 3.61 2.76 0.43 -0.977
H 5.15 1.60 -3.83 0.277
H 3.41 1.54 -4.28 0.349
H 4.27 0.08 -3.77 0.010
H 0.68 4.02 -2.12 0.109
H 1.65 5.09 -3.17 0.317
H 1.82 5.11 -1.39 0.253
H 4.14 3.48 -0.20 0.363
H 4.33 2.02 0.78 0.295
H 3.19 3.27 1.29 0.304
C 4.92 -2.93 -3.47 -0.768
O 4.69 -2.49 -2.12 -0.290
P 3.26 -2.48 -1.51 0.855
O 2.16 -2.07 -2.41 -0.460
O 2.98 -3.90 -0.94 -0.232
C 4.00 -4.65 -0.22 -0.733
O 3.50 -1.51 -0.32 -0.432
C 2.42 -1.18 0.57 0.076
H 5.79 -2.39 -3.84 0.246
H 4.10 -2.60 -4.12 0.310
H 5.10 -4.00 -3.51 0.286
H 3.50 -5.07 0.64 0.265
H 4.83 -4.02 0.08 0.366
H 4.33 -5.47 -0.86 0.285
H 1.44 -1.36 0.11 -0.226
H 2.45 -0.11 0.79 -0.069
H 2.50 -1.76 1.48 0.529
C -3.93 0.37 2.31 -0.763
C -4.00 1.70 3.04 -0.317
O -3.97 1.59 4.47 -0.313
C -2.80 1.27 5.00 0.362
O -1.81 0.95 4.41 -0.507
C -2.81 1.39 6.54 0.807
F -2.61 0.16 7.07 -0.256
F -1.81 2.17 6.94 -0.239
F -3.95 1.86 7.02 -0.241
H -3.99 0.64 1.26 0.086
H -4.69 -0.36 2.60 0.471
H -2.97 -0.10 2.51 0.242
H -4.96 2.19 2.83 0.370
H -3.26 2.41 2.67 0.243
```

Summary:
2S+1: 1
Largest force on an atom (eV/A): 1.277
Charge: +1
Gap between HOMO and LUMO (eV): 8.99
LUMO energy (Ha): -0.140